49
Properties=species:S:1:pos:R:3:mulliken_charge:R:1 method="wB97M-V/def2-TZVPD" homo_lumo_gap_ev="6.779 / 4.120" total_charge=+2 fmax_ev_per_a=2.5 homo_ev="-13.748 / -12.901"
C -0.542 0.425 -0.155 -0.57
I 1.529 0.443 -0.300 0.17
H -0.885 0.769 -1.134 0.53
H -0.929 1.033 0.657 0.33
H -0.850 -0.615 0.015 -0.21
Ga -0.041 -1.928 -4.592 0.47
P 1.037 2.797 -1.365 0.68
C 0.575 3.793 0.045 -0.92
C 2.576 3.420 -2.066 -1.07
H 2.423 4.446 -2.408 0.40
H -0.264 3.829 -3.064 0.42
H 2.855 2.776 -2.904 0.34
H 0.011 2.082 -3.406 0.20
H 1.476 3.996 0.644 0.35
H 3.350 3.381 -1.295 0.38
C -0.234 2.818 -2.630 -1.03
H 0.158 4.747 -0.321 0.39
H -1.199 2.596 -2.174 0.41
H -0.182 3.294 0.669 0.16
P 0.102 -3.146 -2.587 0.91
C -0.166 -3.147 -0.770 -0.99
C -0.625 -4.766 -3.063 -1.34
H 2.335 -2.732 -3.503 0.42
H 2.173 -4.407 -2.891 0.36
H 2.369 -3.020 -1.755 0.31
C 1.928 -3.354 -2.703 -1.11
H -0.874 -4.777 -4.129 0.46
H 0.089 -5.563 -2.834 0.38
H -0.371 -4.174 -0.413 0.43
H -1.018 -2.521 -0.484 0.33
H -1.551 -4.909 -2.492 0.38
H 0.720 -2.780 -0.234 0.24
Cl 1.162 -0.131 -4.952 -0.23
C -3.072 1.714 2.824 -0.88
O -2.045 0.814 2.427 -0.04
P -1.828 -0.706 3.135 -0.12
O -1.517 -0.286 4.681 -0.31
C -0.815 0.889 5.109 -0.67
O -0.352 -1.099 2.505 0.07
C 0.865 -1.319 3.245 -0.64
H -3.417 2.232 1.915 0.28
H -2.677 2.460 3.526 0.31
H -3.936 1.207 3.278 0.35
H -0.193 1.356 4.316 0.29
H -1.531 1.628 5.490 0.27
H -0.162 0.560 5.931 0.29
H 1.659 -1.374 2.489 0.22
H 1.087 -0.486 3.931 0.28
H 0.799 -2.265 3.792 0.31

---

88
Properties=species:S:1:pos:R:3:mulliken_charge:R:1 method="wB97M-V/def2-TZVPD" de_lowest_kcal_mol=0.0 homo_lumo_gap_ev=4.776 total_charge=-1 fmax_ev_per_a=0.8 homo_ev=-2.266
Pd -0.032 -0.383 0.777 -1.20
C -0.040 6.359 -2.176 -1.61
C 0.876 6.289 -0.985 0.91
C 1.508 7.422 -0.493 -0.64
C 2.353 7.366 0.608 -0.68
C 2.551 6.148 1.241 -0.93
C 1.921 5.001 0.780 -0.32
C 1.097 5.059 -0.345 0.32
N 0.446 3.932 -0.862 -0.12
C 0.627 2.610 -0.404 -0.13
N 1.933 2.238 -0.416 0.08
C 2.675 1.222 0.297 1.02
C 2.053 0.203 1.028 -1.21
C 2.967 -0.630 1.701 0.21
C 4.349 -0.509 1.621 -0.96
C 4.903 0.493 0.836 -0.78
C 4.070 1.379 0.167 1.14
C 4.685 2.470 -0.680 -1.51
N -0.361 1.850 -0.117 0.08
C -1.660 2.356 -0.025 -0.42
C -1.998 3.336 0.912 0.01
C -3.308 3.775 1.056 -0.83
C -4.306 3.227 0.263 -0.79
C -3.971 2.238 -0.655 -0.57
C -2.667 1.785 -0.816 1.17
C -2.339 0.701 -1.800 -0.89
H -0.019 7.353 -2.622 0.40
H -1.078 6.142 -1.903 0.32
H 0.249 5.631 -2.938 0.36
H 1.337 8.369 -0.993 0.34
H 2.843 8.261 0.967 0.38
H 3.191 6.081 2.112 0.41
H 2.064 4.061 1.296 0.61
H -0.492 4.099 -1.195 0.48
H 2.509 2.936 -0.851 0.14
H 2.579 -1.438 2.319 0.23
H 4.991 -1.197 2.162 0.39
H 5.979 0.597 0.740 0.28
H 5.771 2.382 -0.670 0.36
H 4.442 3.476 -0.317 0.26
H 4.362 2.412 -1.725 0.37
H -1.216 3.728 1.553 0.52
H -3.544 4.532 1.793 0.41
H -5.334 3.551 0.367 0.38
H -4.749 1.788 -1.264 0.36
H -3.252 0.250 -2.191 0.40
H -1.727 -0.074 -1.325 -0.11
H -1.753 1.087 -2.638 0.35
I -2.433 -0.576 2.071 -0.04
C -3.561 -1.802 0.798 -0.19
C -4.832 -1.329 0.619 -0.41
C -5.822 -2.099 -0.026 -0.95
C -5.522 -3.364 -0.412 -0.78
C -4.214 -3.886 -0.247 0.98
C -3.978 -5.237 -0.609 -0.87
C -2.749 -5.787 -0.453 -1.06
C -1.683 -4.967 -0.021 0.17
C -1.824 -3.644 0.290 0.47
P -0.248 -2.605 0.335 1.53
C 0.637 -3.256 -1.139 0.34
C 0.007 -3.703 -2.301 -0.43
C 0.744 -4.005 -3.439 -0.61
C 2.124 -3.853 -3.442 -0.51
C 2.758 -3.376 -2.301 -0.69
C 2.022 -3.073 -1.166 -0.73
C 0.620 -3.557 1.684 1.15
C 1.279 -4.770 1.481 -0.42
C 1.842 -5.472 2.540 -0.87
C 1.748 -4.972 3.832 -0.46
C 1.113 -3.755 4.045 -0.52
C 0.566 -3.052 2.981 -0.67
C -3.158 -3.084 0.289 -0.13
H -5.085 -0.352 1.010 0.44
H -6.818 -1.696 -0.161 0.39
H -6.277 -4.006 -0.853 0.33
H -4.808 -5.819 -0.995 0.33
H -2.567 -6.825 -0.703 0.40
H -0.692 -5.403 0.007 0.24
H -1.071 -3.811 -2.323 0.40
H 0.234 -4.355 -4.329 0.41
H 2.699 -4.094 -4.328 0.35
H 3.830 -3.222 -2.296 0.43
H 2.522 -2.662 -0.295 0.38
H 1.391 -5.162 0.478 0.25
H 2.360 -6.404 2.351 0.39
H 2.177 -5.521 4.661 0.37
H 1.059 -3.339 5.044 0.40
H 0.129 -2.072 3.133 0.20

---

11
Properties=species:S:1:pos:R:3:mulliken_charge:R:1 method="wB97M-V/def2-TZVPD" de_lowest_kcal_mol=50.8 homo_lumo_gap_ev=10.288 smiles="[H]/N=c1/ncoc(O)n1" fmax_ev_per_a=4.3 homo_ev=-9.803
C 0.193 -1.133 -0.066 0.73
C 0.122 1.127 0.500 0.46
C -0.710 0.411 -1.427 0.18
H 0.742 -2.588 0.877 0.36
H 0.632 1.783 2.207 0.28
H -1.439 0.471 -2.333 0.32
N 0.556 -0.264 0.823 -0.57
N 0.237 2.020 1.328 -0.56
N -0.510 1.424 -0.695 -0.43
O 0.514 -2.401 -0.009 -0.43
O -0.336 -0.850 -1.205 -0.34

---

11
Properties=species:S:1:pos:R:3:lowdin_spin:R:1 method="wB97M-V/def2-TZVPD" de_lowest_kcal_mol=3.5 homo_lumo_gap_ev="5.507 / 8.734" spin_multiplicity=3 fmax_ev_per_a=11.1 s_squared=2.008 homo_ev="-5.897 / -9.161"
C 2.204 -0.412 0.252 0.00
O -2.685 0.265 0.386 0.43
O -0.220 1.236 0.300 0.00
O -2.642 -0.997 -0.466 1.52
Si 0.666 0.316 -0.503 0.00
H 2.422 -1.542 0.046 0.00
H 3.112 0.091 -0.038 0.00
H 2.153 -0.216 1.389 0.00
H -3.367 0.902 -0.007 0.03
H -1.731 0.474 0.321 0.01
H 0.089 -0.117 -1.680 0.00

---

9
Properties=species:S:1:pos:R:3:lowdin_spin:R:1 method="wB97M-V/def2-TZVPD" de_lowest_kcal_mol=7.7 homo_lumo_gap_ev="7.543 / 8.248" spin_multiplicity=3 fmax_ev_per_a=2.9 s_squared=2.020 homo_ev="-7.219 / -10.526"
C -1.511 2.313 0.003 0.37
C -1.339 1.073 0.084 0.55
C -4.573 -0.851 -0.079 0.00
C -0.613 -0.044 0.026 0.54
O -2.088 3.333 -0.095 0.43
O -3.504 -1.083 -0.436 0.01
O -5.674 -0.747 0.257 0.00
H 0.478 -0.069 -0.249 0.05
H -1.145 -0.876 0.271 0.05

---

60
Properties=species:S:1:pos:R:3:mulliken_charge:R:1 method="wB97M-V/def2-TZVPD" de_lowest_kcal_mol=0.0 homo_lumo_gap_ev=5.321 total_charge=+1 fmax_ev_per_a=2.2 homo_ev=-9.638
C 2.143 -4.629 -3.599 -0.84
O 1.276 -4.353 -2.469 -0.45
C 0.468 -3.265 -2.639 0.96
C -0.429 -2.990 -1.589 -1.02
C -1.133 -1.806 -1.605 -0.35
C -0.999 -0.869 -2.659 0.02
C -1.529 0.526 -2.348 -0.53
C -1.153 1.795 -3.053 0.67
C -2.076 2.847 -3.044 -0.95
C -1.729 4.079 -3.577 0.89
C -0.412 4.297 -4.038 0.00
O -0.167 5.567 -4.461 -0.53
C -1.438 6.338 -4.282 -0.35
C -2.483 5.368 -3.735 -0.59
C 0.565 3.286 -3.951 -0.95
C 0.202 2.076 -3.379 -0.62
C -0.122 -1.168 -3.720 -0.49
C 0.595 -2.369 -3.728 -0.49
H 2.640 -5.568 -3.358 0.23
H 1.551 -4.723 -4.527 0.36
H 2.879 -3.816 -3.716 0.35
H -0.425 -3.664 -0.746 0.47
H -1.699 -1.535 -0.707 0.61
H -2.576 0.502 -1.982 0.41
H -3.056 2.729 -2.577 0.36
H -1.220 7.163 -3.595 0.26
H -1.709 6.761 -5.258 0.28
H -3.309 5.265 -4.447 0.24
H -2.899 5.740 -2.792 0.26
H 1.571 3.518 -4.279 0.42
H 0.990 1.365 -3.110 0.50
H 0.093 -0.443 -4.513 0.49
H 1.346 -2.566 -4.493 0.37
C 0.309 -3.410 4.932 -1.52
C 1.230 -2.183 4.964 1.94
C 1.400 -1.711 6.414 -2.06
C 2.598 -2.535 4.371 -1.51
C 0.611 -1.066 4.171 0.79
C 0.249 0.100 4.845 -0.66
C -0.344 1.137 4.143 -0.68
N -0.545 1.026 2.799 0.04
B -1.205 2.243 2.299 0.22
H -0.948 0.659 -1.471 0.02
C -0.149 -0.109 2.105 -0.61
C 0.405 -1.193 2.787 -0.69
H 0.180 -3.776 3.910 0.35
H 0.735 -4.216 5.540 0.43
H -0.679 -3.156 5.334 0.39
H 2.040 -0.819 6.444 0.45
H 0.422 -1.460 6.847 0.43
H 1.856 -2.475 7.050 0.38
H 3.248 -1.652 4.371 0.38
H 3.077 -3.319 4.968 0.43
H 2.498 -2.888 3.342 0.35
H 0.393 0.288 5.920 0.52
H -0.661 2.074 4.612 0.45
H -2.388 2.197 2.263 0.04
H -0.466 3.015 1.773 0.04
H -0.290 -0.123 1.017 0.57
H 0.664 -2.104 2.226 0.52

---

19
Properties=species:S:1:pos:R:3:mulliken_charge:R:1 method="wB97M-V/def2-TZVPD" de_lowest_kcal_mol=0.0 homo_lumo_gap_ev=8.645 total_charge=-1 fmax_ev_per_a=0.6 homo_ev=-4.848
C 0.660 -0.549 4.308 -0.94
C 0.674 -0.180 2.823 0.67
O -0.452 -0.145 2.236 -0.87
O 1.782 0.049 2.314 -0.72
H 1.075 0.280 4.880 0.24
H 1.320 -1.403 4.480 0.25
H -0.338 -0.788 4.671 0.27
C -0.411 1.082 -3.855 -1.06
C -0.595 -1.309 -1.234 -0.20
C -0.177 0.813 -1.289 -0.43
C -0.409 0.343 -2.559 0.41
N -0.286 -0.257 -0.456 0.13
N -0.688 -0.999 -2.515 -0.73
H -0.251 -0.227 0.604 0.40
H -0.744 -2.297 -0.832 0.43
H 0.096 1.800 -0.966 0.38
H -1.269 0.773 -4.449 0.28
H 0.475 0.855 -4.457 0.21
H -0.462 2.159 -3.703 0.28

---

20
Properties=species:S:1:pos:R:3:lowdin_spin:R:1 method="wB97M-V/def2-TZVPD" de_lowest_kcal_mol=8.5 homo_lumo_gap_ev="10.490 / 6.771" spin_multiplicity=2 total_charge=+1 fmax_ev_per_a=1.0 s_squared=0.761 homo_ev="-14.573 / -14.577"
C -1.203 0.680 -2.596 0.00
C 0.270 0.546 -2.996 0.00
H -1.180 0.903 -1.538 0.00
H -1.663 1.568 -3.048 0.00
H -1.855 -0.140 -2.913 0.00
H 0.847 0.057 -2.204 0.00
H 0.447 0.065 -3.954 0.00
H 0.704 1.545 -3.092 0.00
C 1.102 1.508 1.902 0.05
C 0.436 0.307 1.412 0.24
C 0.986 -1.031 1.429 0.34
C -0.947 -0.938 0.422 0.24
N -0.738 0.308 0.759 0.00
N 0.089 -1.780 0.813 0.08
H 1.336 1.362 2.968 0.02
H 0.591 2.466 1.777 0.00
H 2.028 -1.306 1.539 0.01
H -1.759 -1.365 -0.147 0.01
H 0.137 -2.766 0.591 0.00
H 2.055 1.646 1.391 0.02

---

16
Properties=species:S:1:pos:R:3:mulliken_charge:R:1 method="wB97M-V/def2-TZVPD" de_lowest_kcal_mol=86.0 homo_lumo_gap_ev=10.595 smiles=C#C[C@H]1CCCN1 fmax_ev_per_a=3.6 homo_ev=-9.537
C 0.860 2.094 1.247 0.27
C 0.382 1.017 1.081 -0.90
C -0.331 -0.250 0.811 -0.13
C -1.415 -0.170 -0.355 -0.78
C -0.541 -0.273 -1.661 -0.49
C 0.761 -0.680 -0.931 -0.78
H 1.512 2.818 1.692 0.41
H -0.795 -0.555 1.690 0.48
H -2.219 -0.929 -0.238 0.33
H -2.005 0.693 -0.479 0.38
H -0.270 0.757 -1.914 0.23
H -0.980 -0.807 -2.474 0.37
H 1.381 0.231 -0.816 0.31
H 1.330 -1.343 -1.500 0.48
H 1.144 -1.707 0.981 0.30
N 0.372 -1.369 0.271 -0.51

---

83
Properties=species:S:1:pos:R:3:lowdin_spin:R:1 method="wB97M-V/def2-TZVPD" homo_lumo_gap_ev="5.003 / 6.302" spin_multiplicity=2 fmax_ev_per_a=4.7 s_squared=0.762 homo_ev="-7.563 / -8.863"
O -0.615 2.047 4.725 0.00
V -1.452 1.524 3.443 0.01
O -1.391 2.612 2.295 0.00
O -1.430 -2.569 1.983 -0.02
V -0.408 -2.207 3.219 1.01
O 0.927 -3.063 2.945 -0.02
C 0.622 -0.500 0.254 0.00
C 1.014 0.082 1.641 0.00
C 1.596 1.513 1.525 0.00
O 0.020 -0.101 2.643 0.00
H 0.530 -1.583 0.337 0.00
H 1.436 -0.416 -0.465 0.00
H -0.267 0.021 -0.101 0.00
H 1.947 -0.430 1.874 0.00
H 1.724 1.947 2.517 0.00
H 0.998 2.268 1.014 0.00
H 2.597 1.555 1.097 0.00
C 3.580 -3.659 0.538 0.00
O 4.423 -2.927 1.346 0.00
H 3.607 -4.734 0.717 0.00
H 2.573 -3.255 0.636 0.00
H 3.745 -3.501 -0.528 0.00
H 4.450 -2.046 0.964 0.00
O 4.006 -1.657 6.148 0.00
S 2.835 -0.892 5.715 0.00
O 1.640 -1.495 5.083 0.01
O 2.394 0.030 7.047 0.00
C 1.681 -0.608 8.050 0.00
C 0.216 -0.407 7.836 0.00
C 3.460 0.593 4.743 0.00
H 2.094 -0.370 9.030 0.00
H 1.838 -1.686 7.994 0.00
H -0.130 0.621 7.947 0.00
H -0.343 -1.066 8.500 0.00
H -0.009 -0.641 6.796 0.00
H 4.231 0.994 5.401 0.00
H 2.613 1.273 4.662 0.00
H 3.791 0.301 3.746 0.00
O -3.356 1.545 -0.381 0.00
S -3.763 0.496 0.576 0.00
O -3.181 0.585 1.923 0.00
O -5.405 0.477 0.763 0.00
C -6.152 0.559 -0.442 0.00
C -7.286 -0.448 -0.343 0.00
C -3.422 -1.184 -0.100 0.00
H -5.583 0.266 -1.325 0.00
H -6.534 1.564 -0.618 0.00
H -7.903 -0.210 0.524 0.00
H -6.925 -1.471 -0.230 0.00
H -7.931 -0.400 -1.221 0.00
H -3.883 -1.895 0.585 0.00
H -2.347 -1.248 -0.270 0.00
H -3.891 -1.191 -1.084 0.00
O -3.288 0.024 -3.262 0.00
S -1.845 -0.167 -3.523 0.00
O -1.207 -1.394 -3.087 0.00
O -1.494 0.038 -5.185 0.00
C -2.142 1.093 -5.755 0.00
C -1.142 2.018 -6.546 0.00
C -0.960 1.248 -2.769 0.00
H -2.765 1.740 -5.137 0.00
H -2.894 0.641 -6.403 0.00
H -0.631 1.265 -7.145 0.00
H -0.496 2.674 -5.963 0.00
H -1.680 2.738 -7.163 0.00
H -1.129 2.173 -3.322 0.00
H 0.071 0.921 -2.636 0.00
H -1.470 1.365 -1.813 0.00
O 1.478 1.789 -5.031 0.00
S 2.563 0.955 -5.576 0.00
O 3.348 1.385 -6.735 0.00
O 3.628 0.705 -4.312 0.00
C 3.075 0.437 -3.080 0.00
C 3.161 1.707 -2.276 0.00
C 2.000 -0.799 -5.772 0.00
H 3.670 -0.348 -2.611 0.00
H 2.048 0.108 -2.926 0.00
H 4.137 2.190 -2.230 0.00
H 2.812 1.458 -1.274 0.00
H 2.441 2.389 -2.730 0.00
H 1.682 -0.934 -6.806 0.00
H 1.214 -0.961 -5.034 0.00
H 2.835 -1.470 -5.574 0.00

---

113
Properties=species:S:1:pos:R:3:lowdin_spin:R:1 method="wB97M-V/def2-TZVPD" de_lowest_kcal_mol=0.0 homo_lumo_gap_ev="6.513 / 5.943" spin_multiplicity=2 total_charge=-1 fmax_ev_per_a=1.0 s_squared=0.764 homo_ev="-4.284 / -4.710"
Hf -0.187 -0.118 -0.214 0.00
C 1.442 -3.286 2.938 0.00
C 1.545 -1.765 3.068 0.00
C 2.331 -1.382 4.323 0.00
C 0.184 -1.135 3.098 0.00
C -0.711 -1.224 4.167 0.00
C -1.819 -0.487 3.813 0.00
C -3.062 -0.466 4.676 0.00
C -4.018 -1.581 4.235 0.00
C -3.812 0.847 4.910 0.00
N -1.590 0.016 2.574 0.00
N -0.356 -0.395 2.132 0.00
B -2.215 1.315 1.965 0.00
N -2.777 1.331 0.512 0.00
N -1.898 1.419 -0.535 0.00
C -2.559 1.952 -1.562 0.00
C -3.887 2.188 -1.188 0.00
C -3.982 1.794 0.135 0.00
C -5.168 1.865 1.051 0.00
C -6.311 2.653 0.420 0.00
C -5.630 0.463 1.444 0.00
C -1.909 2.361 -2.848 0.00
C -1.317 3.764 -2.679 0.00
C -2.891 2.310 -4.015 0.00
N -1.110 2.404 1.981 0.00
N 0.095 2.207 1.354 0.00
C 0.798 3.322 1.575 0.00
C 0.035 4.243 2.308 0.00
C -1.172 3.626 2.542 0.00
C -2.375 4.187 3.243 0.00
C -2.013 4.665 4.649 0.00
C -2.990 5.317 2.413 0.00
C 2.221 3.621 1.173 0.00
C 3.136 2.409 1.146 0.00
C 2.291 4.428 -0.127 0.00
H 2.436 -3.727 2.842 0.00
H 0.859 -3.568 2.062 0.00
H 0.961 -3.711 3.825 0.00
H 2.076 -1.363 2.218 0.00
H 1.873 -1.805 5.222 0.00
H 2.378 -0.298 4.445 0.00
H 3.351 -1.766 4.254 0.00
H -0.574 -1.766 5.090 0.00
H -2.672 -0.763 5.654 0.00
H -4.396 -1.399 3.230 0.00
H -4.873 -1.643 4.914 0.00
H -3.509 -2.545 4.226 0.00
H -4.472 1.099 4.081 0.00
H -3.131 1.684 5.072 0.00
H -4.434 0.736 5.803 0.00
H -3.108 1.621 2.675 0.00
H -4.667 2.603 -1.804 0.00
H -4.858 2.393 1.958 0.00
H -6.664 2.164 -0.491 0.00
H -6.006 3.669 0.163 0.00
H -7.151 2.712 1.115 0.00
H -6.096 -0.034 0.588 0.00
H -6.360 0.502 2.257 0.00
H -4.785 -0.147 1.757 0.00
H -1.098 1.670 -3.050 0.00
H -2.113 4.501 -2.527 0.00
H -0.748 4.043 -3.568 0.00
H -0.642 3.798 -1.822 0.00
H -3.680 3.063 -3.914 0.00
H -3.357 1.327 -4.093 0.00
H -2.362 2.506 -4.949 0.00
H 0.349 5.224 2.630 0.00
H -3.122 3.399 3.334 0.00
H -1.290 5.484 4.603 0.00
H -1.566 3.860 5.235 0.00
H -2.900 5.027 5.175 0.00
H -2.271 6.128 2.277 0.00
H -3.877 5.723 2.906 0.00
H -3.278 4.959 1.421 0.00
H 2.575 4.282 1.972 0.00
H 2.850 1.715 0.362 0.00
H 3.097 1.878 2.102 0.00
H 4.167 2.727 0.965 0.00
H 1.978 3.828 -0.980 0.00
H 3.317 4.760 -0.307 0.00
H 1.650 5.311 -0.070 0.00
C -4.039 -2.344 -0.323 0.00
C -2.536 -2.319 -0.229 0.00
O -2.030 -1.236 0.207 0.00
C -1.790 -3.431 -0.550 0.00
C -0.378 -3.444 -0.545 0.00
C 0.299 -4.726 -0.934 0.00
N 0.344 -2.378 -0.257 0.00
N 1.719 -2.638 -0.348 0.03
C 2.384 -1.581 -0.050 0.02
O 1.822 -0.443 0.278 0.00
C 3.867 -1.664 -0.027 0.00
C 4.542 -2.654 -0.737 0.00
C 5.923 -2.737 -0.668 0.00
C 6.643 -1.837 0.112 0.00
C 5.973 -0.847 0.815 0.00
C 4.588 -0.758 0.740 0.00
H -4.474 -2.581 0.652 0.00
H -4.378 -3.087 -1.045 0.00
H -4.391 -1.355 -0.621 0.00
H -2.303 -4.322 -0.882 0.00
H -0.435 -5.527 -1.009 0.00
H 1.083 -4.996 -0.230 0.00
H 0.784 -4.589 -1.903 0.00
H 3.970 -3.345 -1.342 0.00
H 6.444 -3.501 -1.232 0.00
H 7.723 -1.905 0.163 0.00
H 6.526 -0.138 1.419 0.00
H 4.056 0.017 1.272 0.00
S 1.783 -0.203 -5.307 0.33
Sb 1.283 -0.531 -3.105 0.28
S 1.226 1.467 -1.837 0.15
S -1.000 -0.943 -2.684 0.16